16
Properties=species:S:1:pos:R:3:forces:R:3:lowdin_charge:R:1 method="wB97M-V/def2-TZVPD" lumo_energy_ha=0.0278 de_lowest_kj_mol=63.7 orbital_gap_ha=0.391
C -1.419 -0.834 -0.464 0.0 0.0 0.0 -0.017
C -0.251 -0.133 0.246 0.0 0.1 -0.3 -0.602
C -0.268 1.386 0.040 0.0 0.1 0.0 -0.030
O -0.410 -0.457 1.625 0.2 0.2 0.2 -0.023
C 1.093 -0.666 -0.284 -0.2 -0.2 -0.1 -0.211
O 2.210 -0.024 0.314 0.1 0.1 -0.1 -0.065
H -1.099 -1.369 -1.366 0.0 0.1 0.1 0.081
H -1.864 -1.560 0.220 0.1 0.1 -0.1 0.086
H -2.198 -0.124 -0.755 0.1 -0.1 0.1 0.081
H -0.502 1.635 -1.001 0.0 0.0 0.1 0.089
H -1.009 1.860 0.690 0.0 -0.1 -0.1 0.092
H 0.713 1.807 0.284 -0.2 0.1 0.0 0.073
H 0.232 0.053 2.136 0.1 -0.1 -0.1 0.098
H 1.184 -1.732 -0.052 -0.1 0.1 0.0 0.132
H 1.112 -0.547 -1.377 0.0 0.0 0.2 0.128
H 2.477 0.707 -0.256 0.0 -0.2 0.2 0.086